Entry 1:
Below is C46H39N10O4SW as an isolated structure, with properties calculated with the ωB97M-V functional and the def2-TZVPD basis.

The geometry in XYZ format:
```
101
Properties=species:S:1:pos:R:3
W -0.0874 -1.1126 -0.3815
C 3.7072 1.0722 1.1526
C 2.8581 0.1019 0.6379
N 1.5383 0.2084 0.7185
C 1.0612 1.3054 1.3256
C 1.9224 2.2701 1.8285
N 3.2399 2.1629 1.7382
C -0.3930 1.3499 1.4904
C -1.0769 2.3701 2.1204
C -2.4462 2.2484 2.3612
C -3.0401 1.0307 2.0386
C -2.2932 0.0443 1.4275
N -1.0140 0.2350 1.0754
C -2.7060 -1.3469 1.2713
C -3.9402 -1.8435 1.6735
N -4.2041 -3.1380 1.7265
C -3.2072 -3.9544 1.4057
C -1.9877 -3.4788 0.9533
N -1.7293 -2.1721 0.8462
C -3.2108 3.3420 2.9909
C -4.2489 3.0776 3.8754
C -4.9311 4.1477 4.4420
N -4.6444 5.4143 4.1663
C -3.6535 5.6689 3.3197
C -2.9054 4.6695 2.7128
H 4.7813 0.9589 1.0771
H 3.2669 -0.7669 0.1545
H 1.5438 3.1487 2.3350
H -0.5534 3.2472 2.4717
H -4.0791 0.8579 2.2793
H -4.7354 -1.1699 1.9673
H -3.3774 -5.0198 1.4954
H -1.2233 -4.1823 0.6757
H -4.5122 2.0672 4.1621
H -5.7360 3.9749 5.1455
H -3.4482 6.7129 3.1165
H -2.1184 4.9363 2.0169
C 3.1594 -2.1810 -1.7822
C 2.1908 -1.6591 -2.7937
C 2.7023 -1.5522 -4.1090
C 1.9081 -1.1211 -5.1145
C 0.5517 -0.8215 -4.8414
C -0.3158 -0.4212 -5.8799
C -1.6356 -0.1816 -5.6213
C -2.1201 -0.3496 -4.3170
C -1.2951 -0.7306 -3.2821
S -2.0143 -0.9618 -1.6886
C 0.0842 -0.9634 -3.5159
N 0.9436 -1.3432 -2.4763
H 4.0332 -1.5291 -1.7323
H 3.5199 -3.1577 -2.1135
H 2.7240 -2.2856 -0.8017
H 3.7367 -1.8186 -4.2782
H 2.2824 -1.0222 -6.1263
H 0.0832 -0.3312 -6.8824
H -2.3115 0.1113 -6.4132
H -3.1720 -0.1910 -4.1105
O 4.1854 -1.1903 6.5232
C 3.1834 -0.6052 5.8637
O 2.6980 0.4229 6.2325
C 2.6615 -1.2777 4.6156
C 3.4820 -1.9327 3.7076
C 2.9657 -2.3745 2.4951
C 1.6262 -2.1668 2.1995
C 0.7904 -1.5622 3.1310
C 1.3104 -1.1142 4.3278
N 1.1015 -2.5343 0.9032
C 1.3165 -3.7417 0.5394
C 0.7393 -4.2011 -0.7024
C 0.9901 -5.4570 -1.2181
C 0.2843 -5.8794 -2.3347
C -0.6762 -5.0312 -2.8543
C -0.8685 -3.7837 -2.2765
N -0.1618 -3.3519 -1.2330
H 4.3641 -2.0899 6.2263
H 4.5395 -2.0573 3.9075
H 3.6263 -2.8278 1.7638
H -0.2607 -1.4399 2.9151
H 0.6842 -0.6101 5.0526
H 1.8596 -4.4342 1.1786
H 1.7162 -6.0993 -0.7353
H 0.4611 -6.8559 -2.7660
H -1.2916 -5.3216 -3.6945
H -1.6308 -3.1217 -2.6562
O 2.0158 1.9213 -1.5658
C 0.8104 1.7657 -1.6638
O 0.1107 0.7471 -1.3126
C -0.0228 2.8718 -2.3126
N 0.9201 3.7741 -3.0548
C 0.2932 5.1400 -3.0778
C -0.3488 5.2481 -1.7008
C -0.7259 3.8015 -1.3013
H -0.7230 2.4397 -3.0261
H 1.1253 3.4275 -3.9918
H 1.8092 3.7481 -2.5349
H -0.4436 5.1420 -3.8787
H 1.0517 5.8890 -3.2878
H -1.2140 5.9054 -1.7330
H 0.3571 5.6740 -0.9889
H -1.7995 3.6294 -1.3240
H -0.3828 3.5861 -0.2903
```

* total charge: +3
* LUMO: -8.822 eV
* energy above the lowest of the compared OMol25 structures with the same formula, charge and spin: 0.442 eV
* E: -3089.4222 Ha
* orbital gap: 6.37 eV

Löwdin atomic charge list, values in e, 5 entries:
1 W 1.56
2 C -0.05
3 C -0.08
4 N 0.02
5 C -0.20

Entry 2:
Below is an isolated ion of composition HN2O3S and charge -1, with properties calculated with the ωB97M-V functional and the def2-TZVPD basis.

The geometry in XYZ format:
```
7
Properties=species:S:1:pos:R:3
N -1.4946 -0.4753 0.4301
N -1.6340 0.0129 -0.6659
O 1.2104 0.5826 -0.9550
O -0.3950 -0.4027 0.9766
O 1.9077 0.2321 1.2309
S 1.2041 -0.4098 0.1483
H -0.7986 0.4601 -1.1650
```

* total charge: -1
* LUMO: 4.086 eV
* energy above the lowest of the compared OMol25 structures with the same formula, charge and spin: 3.533 eV
* E: -733.9863 Ha
* orbital gap: 8.47 eV

Löwdin atomic charge list, values in e, 5 entries:
1 N -0.28
2 N -0.02
3 O -0.55
4 O -0.37
5 O -0.50

Entry 3:
Below is a 2-piece molecular cluster, C6H13NS overall, with properties calculated with the ωB97M-V functional and the def2-TZVPD basis.

The geometry in XYZ format:
```
21
Properties=species:S:1:pos:R:3
C 3.9817 0.4677 -1.3212
C 3.0785 0.5805 -0.3424
C 2.1353 -0.5045 -0.0689
C 1.3029 -0.4645 0.9761
H 4.1403 -0.4644 -1.8473
H 4.7025 1.2567 -1.4977
H 2.9620 1.5078 0.2030
H 2.0944 -1.3431 -0.7552
H 0.5807 -1.2594 1.1173
H 1.3828 0.2899 1.7469
N -1.3582 1.4868 1.8873
C -1.9790 0.3303 1.2464
C -1.6241 0.3325 -0.2428
S -2.2603 -1.1495 -1.1181
H -1.6139 2.3348 1.3915
H -1.7317 1.6139 2.8209
H -3.0765 0.3518 1.2993
H -1.6315 -0.5977 1.6981
H -2.0764 1.2236 -0.6826
H -0.5502 0.4114 -0.3690
H -1.0501 -1.5486 -1.5644
```

* SMILES string: C=CC=C.NCCS
* LUMO: 0.919 eV
* energy above the lowest of the compared OMol25 structures with the same formula, charge and spin: 1.709 eV
* E: -689.2912 Ha
* orbital gap: 9.75 eV

Löwdin atomic charge list, values in e, 5 entries:
1 C 0.00
2 C -0.20
3 C -0.20
4 C -0.01
5 H 0.06